Molecular formula: C56H44BrCl2CoNO5P3STe
Method: DFT, the ωB97M-V functional and the def2-TZVPD basis

Values from the calculation:
energy above the lowest of the compared OMol25 structures with the same formula, charge and spin	347.4	kJ/mol
frontier orbital gap (alpha / beta)	0.2572 / 0.1293	Ha
spin multiplicity	5
electronic energy	-249216.600	eV
E_HOMO (alpha / beta)	-7.010 / -7.138	eV

Positions of all 115 atoms, in Å:
Co1 -0.55611 -0.04162 -0.23816
O1 -0.50972 -3.15155 1.89936
S1 -0.98612 -1.85961 2.44199
O2 -1.01470 -1.50401 3.84250
O3 -0.26786 -0.69788 1.67742
C1 -2.73094 -1.94100 2.00669
C2 -3.44956 -2.58091 3.04567
C3 -4.84478 -2.66996 3.01921
C4 -5.49265 -2.36203 1.84223
C5 -4.81330 -1.77522 0.78963
C6 -3.41581 -1.52350 0.90721
P1 -2.64875 -0.87411 -0.54603
C7 -2.78123 -2.30101 -1.66336
C8 -2.25859 -3.51863 -1.18181
C9 -2.43173 -4.73029 -1.82657
C10 -3.28173 -4.85391 -2.90521
C11 -3.78916 -3.65995 -3.46892
C12 -3.59882 -2.42135 -2.82206
C13 -3.76769 0.44819 -1.05725
C14 -3.98678 0.89372 -2.34605
C15 -4.93987 1.87480 -2.60572
C16 -5.62027 2.56730 -1.53037
C17 -5.49044 2.03293 -0.23354
C18 -4.44476 1.12185 -0.03412
H1 -2.88258 -3.08553 3.86360
H2 -5.32419 -3.12409 3.88656
H3 -6.54589 -2.70659 1.69415
H4 -5.37400 -1.51747 -0.12474
H5 -1.70916 -3.43800 -0.19606
H6 -1.77972 -5.52832 -1.42564
H7 -3.38680 -5.76180 -3.50288
H8 -4.32827 -3.68784 -4.45463
H9 -4.02622 -1.52999 -3.29805
H10 -3.51376 0.38041 -3.16344
H11 -5.09879 2.15988 -3.65689
H12 -6.26556 3.45227 -1.64786
H13 -6.15555 2.26366 0.58845
H14 -4.18608 0.84585 1.00694
Te1 2.51918 -0.98453 -3.74550
C19 4.19722 0.36710 -3.70331
C20 5.36840 -0.08464 -3.17551
C21 6.35930 0.89931 -2.86704
N1 6.26320 2.15466 -3.31911
C22 5.16039 2.55499 -3.90241
C23 4.07252 1.67535 -4.12599
C24 1.63307 -0.20538 -2.09459
P2 0.08208 0.69051 -2.33212
C25 -0.37933 0.48932 -4.06508
C26 0.15584 1.27770 -5.11695
C27 -0.33185 1.12682 -6.42282
C28 -1.29250 0.18950 -6.74698
C29 -1.74814 -0.64719 -5.72195
C30 -1.23794 -0.53142 -4.38837
C31 0.34876 2.41733 -2.21429
C32 -0.69889 3.25779 -2.67718
C33 -0.71987 4.60226 -2.44190
C34 0.40867 5.18590 -1.81430
C35 1.42902 4.37505 -1.33573
C36 1.42522 2.99858 -1.55127
P3 1.47336 -0.88514 -0.47756
C37 1.90860 -2.60783 -0.56770
C38 1.49872 -3.31180 -1.69870
C39 1.74929 -4.69624 -1.88341
C40 2.43573 -5.29716 -0.85504
C41 2.79645 -4.61361 0.34727
C42 2.35880 -3.28603 0.52937
C43 2.62830 -0.21466 0.75327
C44 3.94105 -0.69542 0.65845
C45 5.02491 -0.09530 1.33614
C46 4.74045 0.94522 2.22793
C47 3.39895 1.46042 2.28669
C48 2.35216 0.92249 1.47821
H15 5.47568 -1.09880 -2.81790
H16 7.27249 0.58786 -2.33482
H17 5.13371 3.58452 -4.30860
H18 3.17192 2.01930 -4.51766
H19 0.92589 2.04991 -4.88103
H20 0.11125 1.75304 -7.21596
H21 -1.67973 -0.00540 -7.71616
H22 -2.43850 -1.45643 -5.91214
H23 -1.39252 -1.33578 -3.60928
H24 -1.53772 2.81854 -3.19529
H25 -1.56863 5.23706 -2.71148
H26 0.51540 6.25989 -1.65838
H27 2.26073 4.71991 -0.74559
H28 2.16415 2.40872 -1.02632
H29 0.96632 -2.76952 -2.46420
H30 1.29238 -5.24687 -2.70990
H31 2.70808 -6.32974 -0.88491
H32 3.47079 -5.03708 1.05006
H33 2.42929 -2.73514 1.44131
H34 4.17014 -1.51232 -0.04745
H35 6.03523 -0.46626 1.16813
H36 5.55591 1.49212 2.73619
H37 3.10309 2.24662 2.99987
H38 1.37495 1.45976 1.43408
Cl1 -2.85791 2.35107 3.31938
C49 -1.21768 1.94225 2.78790
Cl2 -1.09372 2.01908 1.05463
H39 -0.90593 0.94903 3.11109
H40 -0.50887 2.64633 3.19515
Br1 4.35475 0.26491 7.83301
C50 2.72846 1.11807 8.21538
C51 2.16359 0.81984 9.47963
C52 1.06384 1.49813 10.04495
C53 0.54518 2.57463 9.30573
C54 0.97912 2.73142 8.02607
C55 2.11873 2.10376 7.44937
C56 2.52711 2.48853 6.03222
O4 3.76763 2.39523 5.78035
O5 1.64210 2.87439 5.20435
H41 2.63442 0.04931 10.03490
H42 0.68766 1.22167 11.02205
H43 -0.18017 3.24743 9.69436
H44 0.40825 3.43242 7.38211

=====

Molecular formula: C56H44MoN6OSSe
Method: DFT, the ωB97M-V functional and the def2-TZVPD basis

Values from the calculation:
frontier orbital gap (alpha / beta)	0.1765 / 0.1758	Ha
charge	+4
electronic energy	-147776.273	eV
E_HOMO (alpha / beta)	-17.602 / -17.585	eV

Positions of all 110 atoms, in Å:
Mo1 -0.03515 0.40799 -0.02529
C1 2.91421 -3.06753 6.12402
C2 2.37655 -1.78556 6.16415
C3 1.80302 -1.23743 5.03368
C4 1.79294 -1.95064 3.82326
C5 2.33234 -3.24592 3.80011
C6 2.87863 -3.79923 4.94200
C7 1.21306 -1.33024 2.62946
C8 1.95738 -1.32722 1.42303
C9 3.22125 -1.90501 1.20156
C10 3.50624 -1.78914 -0.14705
C11 2.46224 -1.05841 -0.73835
N1 1.50150 -0.77374 0.22723
C12 2.54028 -0.42747 -2.01243
C13 1.83138 0.75275 -2.32904
C14 1.98325 1.55005 -3.49001
C15 1.25559 2.69867 -3.30304
C16 0.57028 2.56343 -2.07154
C17 -0.55247 3.35873 -1.71428
C18 -0.62560 4.68507 -2.31937
C19 -1.75450 5.18850 -2.98418
C20 -1.75049 6.47126 -3.49518
C21 -0.63143 7.28530 -3.34732
C22 0.50179 6.79445 -2.70760
C23 0.51704 5.50285 -2.22048
C24 -1.60695 2.86302 -0.91080
N2 -1.56281 1.64358 -0.23641
C25 -2.82271 1.45547 0.32392
C26 -3.13397 0.52134 1.34023
C27 -4.55025 0.34715 1.65692
C28 -5.39638 0.03497 0.57490
C29 -6.73090 -0.25094 0.78981
C30 -7.25976 -0.19197 2.07338
C31 -6.44538 0.16679 3.14373
C32 -5.10459 0.43043 2.94219
C33 -2.12738 -0.15576 2.08117
C34 -2.27462 -0.79561 3.33285
C35 -1.02362 -1.16639 3.75817
C36 -0.10625 -0.83120 2.73197
N3 -0.79636 -0.21308 1.69744
C37 -3.65282 2.54078 -0.02590
C38 -2.88179 3.44142 -0.72584
N4 0.91186 1.36477 -1.48677
C39 3.49871 -0.99202 -2.95784
C40 3.45784 -2.38143 -3.18729
C41 4.31280 -2.96749 -4.09837
C42 5.24576 -2.19056 -4.77779
C43 5.32008 -0.82249 -4.53753
C44 4.45745 -0.22522 -3.63865
H1 3.34354 -3.50073 7.01733
H2 2.40828 -1.21572 7.08315
H3 1.39648 -0.23308 5.06552
H4 2.25026 -3.84102 2.89918
H5 3.26813 -4.80809 4.92119
H6 3.87395 -2.31779 1.95170
H7 4.39975 -2.13075 -0.64334
H8 2.53869 1.28306 -4.37266
H9 1.15516 3.52082 -3.99268
H10 -2.60108 4.54225 -3.17747
H11 -2.61779 6.83565 -4.02929
H12 -0.63370 8.28865 -3.75132
H13 1.37476 7.42389 -2.59778
H14 1.40329 5.12418 -1.72415
H15 -4.98420 -0.02426 -0.42574
H16 -7.36312 -0.51446 -0.04758
H17 -8.30911 -0.39906 2.23482
H18 -6.86378 0.25738 4.13696
H19 -4.50651 0.79348 3.76804
H20 -3.20201 -0.97706 3.84619
H21 -0.78601 -1.67899 4.67543
H22 -4.68267 2.66359 0.26880
H23 -3.18647 4.42204 -1.04817
H24 2.71514 -2.98327 -2.67608
H25 4.26171 -4.03296 -4.27895
H26 5.92662 -2.65160 -5.48077
H27 6.06625 -0.22388 -5.04212
H28 4.57775 0.82267 -3.39711
C45 -1.85124 -3.79911 0.17238
N5 -1.46356 -3.85218 -1.22650
C46 -1.10655 -2.82915 -2.00398
Se1 -1.29151 -0.97304 -1.60509
N6 -0.84600 -3.28166 -3.23379
C47 -1.04058 -4.65586 -3.27391
C48 -0.92016 -5.58859 -4.29687
C49 -1.21379 -6.89611 -3.97086
C50 -1.60724 -7.26569 -2.67349
C51 -1.72602 -6.34132 -1.65633
C52 -1.43426 -5.02158 -1.98349
H29 -1.76612 -2.77867 0.53923
H30 -1.20626 -4.45159 0.75905
H31 -2.88282 -4.13276 0.28080
H32 -0.58709 -2.71324 -4.02631
H33 -0.62315 -5.30461 -5.29771
H34 -1.14641 -7.66095 -4.73225
H35 -1.82776 -8.30349 -2.46468
H36 -2.04087 -6.63515 -0.66408
O1 0.91551 1.77800 1.16944
S1 0.49279 2.64642 2.39933
C53 0.77840 4.35481 1.82793
C54 1.71211 4.97604 2.86001
C55 2.75778 3.90150 3.14955
C56 1.95254 2.65245 3.49120
H37 -0.17722 4.86401 1.71297
H38 1.26944 4.24310 0.85977
H39 1.16343 5.21769 3.77317
H40 2.14775 5.90061 2.48457
H41 3.40879 4.17684 3.97767
H42 3.38210 3.72761 2.27136
H43 1.54434 2.71103 4.50280
H44 2.47304 1.70268 3.36817